Record 1
C22H68N10O12 | ωB97M-V/def2-TZVPD

The geometry in XYZ format:
```
112
Properties=species:S:1:pos:R:3:mulliken_charge:R:1
O -27.578 -21.217 9.520 -0.78
O -24.585 -18.240 13.244 -0.30
O -25.635 -17.823 15.853 -0.29
O -27.916 -16.270 17.464 -0.60
O -25.677 -15.027 14.965 -0.31
O -30.843 -17.503 8.158 -0.72
O -27.588 -14.119 9.531 -0.64
O -25.901 -22.765 14.339 -0.74
O -29.446 -13.348 12.178 -0.10
O -30.433 -14.498 9.478 -0.42
O -23.924 -16.842 8.116 -0.81
O -28.012 -16.557 10.936 2.87
N -23.775 -15.918 13.178 0.06
N -26.195 -16.119 8.105 0.01
N -24.548 -20.830 13.767 -0.23
N -26.367 -21.080 12.487 -0.04
N -29.402 -15.856 7.001 -0.31
N -26.278 -19.309 9.953 0.08
N -25.304 -16.645 10.052 0.74
N -28.471 -19.087 10.275 -0.16
N -23.226 -17.314 11.533 -0.49
N -28.566 -17.336 8.279 -0.21
C -23.849 -17.139 12.648 -0.05
C -29.706 -13.593 14.401 -0.63
C -28.394 -16.493 12.085 0.40
C -29.857 -16.939 12.329 -2.05
C -26.905 -19.758 16.144 -1.17
C -25.627 -18.930 16.466 0.57
C -29.655 -16.922 7.767 0.29
C -24.961 -13.045 14.461 -1.76
C -26.738 -13.381 16.246 -1.63
C -31.704 -14.150 8.885 -0.92
C -28.958 -16.495 16.567 0.04
C -26.126 -13.899 14.967 2.87
C -31.715 -13.463 12.921 -1.60
C -27.450 -19.868 9.912 0.16
C -26.164 -13.627 11.257 -1.27
C -30.218 -12.990 13.115 0.64
C -26.777 -13.265 9.889 0.12
C -27.379 -17.272 12.965 1.67
C -25.392 -18.836 17.998 -1.36
C -25.152 -16.560 8.763 0.22
C -25.640 -21.553 13.560 0.10
C -25.711 -13.023 8.786 -1.80
H -29.840 -15.945 17.009 0.38
H -25.040 -13.810 8.730 0.54
H -30.161 -11.877 13.153 0.28
H -26.644 -13.206 12.123 0.31
H -29.399 -17.512 16.398 0.30
H -32.403 -12.984 13.630 0.43
H -24.386 -18.731 18.253 0.44
H -24.499 -16.878 10.656 -0.20
H -29.829 -17.982 12.123 0.68
H -27.045 -12.348 15.967 0.43
H -28.045 -15.694 10.479 -1.25
H -26.221 -16.444 10.487 -0.59
H -27.654 -13.785 16.665 0.22
H -24.978 -17.764 15.211 -0.05
H -27.696 -19.262 16.748 0.30
H -26.710 -15.365 8.539 0.06
H -26.973 -13.922 14.363 -1.31
H -27.227 -16.882 17.199 0.12
H -26.317 -15.584 15.460 -0.19
H -30.106 -16.677 13.355 0.45
H -26.149 -18.290 10.051 -0.08
H -32.112 -13.420 9.532 0.32
H -24.058 -12.970 15.124 0.26
H -26.229 -14.693 11.442 0.66
H -26.045 -16.095 7.048 0.35
H -25.184 -12.078 8.880 0.40
H -27.118 -21.726 12.207 0.19
H -25.479 -19.846 9.635 0.25
H -22.585 -16.637 11.169 0.22
H -26.796 -20.722 16.635 0.53
H -25.118 -13.504 11.310 0.61
H -25.532 -19.882 18.336 0.43
H -28.732 -16.142 15.568 -0.26
H -27.340 -12.333 10.023 0.61
H -23.874 -21.043 14.513 0.29
H -26.119 -18.124 18.534 0.17
H -29.470 -14.648 14.390 -0.33
H -24.787 -19.439 16.039 0.33
H -24.483 -19.852 13.462 0.38
H -28.844 -13.006 14.709 0.10
H -26.203 -20.314 11.927 0.14
H -23.100 -15.247 12.921 0.31
H -30.083 -15.509 6.338 0.26
H -28.496 -15.652 6.595 0.16
H -25.295 -12.071 14.291 0.49
H -32.403 -15.022 8.804 0.24
H -24.354 -15.527 13.914 0.00
H -26.961 -18.200 12.567 -0.63
H -30.008 -13.514 11.421 -0.12
H -30.718 -16.401 11.925 -0.08
H -25.894 -13.627 16.969 0.43
H -27.802 -17.438 13.982 0.06
H -31.440 -13.741 7.926 0.35
H -30.378 -13.481 15.269 0.54
H -26.602 -16.503 13.087 -1.17
H -30.125 -15.143 8.843 -0.01
H -28.617 -18.094 9.050 -0.23
H -24.737 -13.300 13.449 0.34
H -28.364 -18.146 10.663 -0.53
H -32.150 -12.994 12.064 0.47
H -28.437 -13.811 9.592 -0.02
H -27.620 -16.923 8.209 0.27
H -31.835 -14.493 12.847 0.33
H -29.405 -19.564 10.235 0.33
H -28.259 -15.442 12.294 0.96
H -26.275 -12.909 7.890 0.39
H -27.109 -19.789 15.107 0.08
H -23.378 -18.219 10.978 0.37
```

Results
SMILES string: NC(N)=O.NC(N)=O.NC(N)=O.NC(N)=O.NC(N)=O.CC(C)O.CC(C)O.CC(C)O.CC(C)O.CC(C)O.CO.CO
Energy above the lowest of the compared OMol25 structures with the same formula, charge and spin, kJ/mol: 293.31
Charge: 0
Max |F|, eV/Å: 13.70

=====

Record 2
C22H68N12O12 | ωB97M-V/def2-TZVPD

The geometry in XYZ format:
```
114
Properties=species:S:1:pos:R:3:mulliken_charge:R:1
O 17.262 3.132 19.001 -0.56
O 21.470 6.648 18.510 -0.76
O 16.939 -4.462 16.280 -0.84
O 19.303 -0.579 20.522 -0.03
O 20.415 -6.426 17.044 -0.63
O 20.847 -0.047 16.736 1.80
O 24.260 2.411 14.679 -0.73
O 16.914 -1.966 18.274 -0.76
O 23.249 -0.966 14.244 -0.81
O 16.879 0.627 13.175 -0.61
O 22.575 -3.875 16.709 -0.68
O 19.129 2.086 14.193 -0.92
N 20.096 2.786 16.213 2.72
N 16.425 0.199 19.055 0.06
N 22.396 5.043 17.065 -0.16
N 17.937 0.032 17.500 1.39
N 21.266 -2.401 15.248 -0.37
N 22.107 1.694 14.219 -0.02
N 17.988 2.397 16.288 -0.32
N 21.724 -4.360 14.531 -0.35
N 22.324 3.786 14.677 -0.61
N 19.150 -4.754 15.275 -0.19
N 20.390 5.855 16.665 -0.36
N 18.973 -3.238 16.779 2.16
C 17.987 2.501 21.046 -1.57
C 20.331 -5.551 19.137 -0.54
C 18.322 2.741 19.554 2.18
C 21.899 -3.520 15.518 0.22
C 19.045 2.456 15.576 0.88
C 21.777 -1.400 18.239 -1.81
C 19.642 -8.017 18.632 -1.76
C 17.804 -0.622 22.306 -1.62
C 21.317 -0.032 17.860 2.87
C 19.790 -6.584 18.130 0.73
C 17.100 -0.609 18.275 -0.58
C 18.989 -1.211 21.550 0.75
C 19.549 3.594 19.315 -1.93
C 18.366 -4.192 16.155 0.17
C 24.537 -1.142 14.822 -0.78
C 16.237 -1.520 12.749 -1.55
C 18.643 -2.572 21.095 -1.39
C 17.314 -0.556 13.171 0.00
C 22.907 2.662 14.488 0.21
C 21.460 5.843 17.432 0.43
C 17.928 -1.123 14.455 0.90
C 22.495 0.968 17.993 -1.45
H 17.206 1.847 21.164 0.53
H 20.545 0.246 18.606 -1.23
H 20.431 -4.520 18.757 -0.17
H 24.861 -2.167 14.682 0.39
H 22.650 -1.538 14.734 0.64
H 20.985 2.801 15.691 -1.88
H 16.955 -0.662 21.642 0.26
H 18.031 -0.575 12.427 0.44
H 19.799 4.238 20.129 0.53
H 21.242 -1.664 15.903 0.05
H 21.444 4.138 14.236 0.22
H 18.393 -2.756 17.468 -0.49
H 22.226 4.443 16.234 0.14
H 25.277 -0.624 14.282 0.36
H 19.849 -1.431 22.151 0.64
H 16.843 3.810 19.509 0.43
H 21.034 1.763 14.195 0.07
H 20.171 5.086 16.033 0.15
H 20.149 -4.453 15.050 0.40
H 24.551 -0.948 15.917 0.16
H 17.892 2.863 17.184 0.05
H 18.523 1.705 19.192 -1.09
H 19.823 -5.454 20.111 0.35
H 16.626 -2.547 12.818 0.33
H 19.865 -5.738 16.550 0.51
H 22.568 0.819 14.253 0.22
H 21.581 -4.096 13.517 0.27
H 17.662 -2.687 20.616 0.25
H 18.530 -0.503 20.017 -0.24
H 17.686 1.157 13.235 0.43
H 18.324 -2.141 14.271 0.10
H 18.947 -8.598 18.007 0.35
H 20.755 -2.094 14.424 0.17
H 17.775 0.997 17.176 0.20
H 15.761 -1.321 11.740 0.38
H 17.571 3.414 21.515 0.52
H 16.566 1.191 19.120 0.12
H 15.756 -0.228 19.705 0.39
H 17.635 -1.163 23.199 0.57
H 19.270 -8.010 19.635 0.39
H 18.774 -6.259 17.970 0.07
H 23.082 4.510 14.685 0.43
H 15.422 -1.504 13.469 0.39
H 22.224 2.002 17.858 0.12
H 20.145 3.123 17.157 -1.07
H 22.158 -1.454 19.335 0.43
H 18.702 -0.487 14.839 -0.97
H 21.005 -2.152 18.181 0.26
H 19.454 4.114 18.424 0.57
H 18.854 2.201 21.619 0.30
H 18.579 -0.548 16.897 -1.28
H 18.677 -5.355 14.588 0.26
H 17.106 -1.248 15.168 0.40
H 22.077 -5.281 14.783 0.38
H 18.016 0.328 22.744 0.30
H 19.650 6.516 16.940 0.24
H 20.465 -8.643 18.710 0.44
H 17.131 2.155 15.738 0.34
H 20.504 0.830 16.553 -1.44
H 22.839 0.981 19.001 0.62
H 19.332 -2.908 20.347 0.06
H 19.851 -2.882 16.432 -1.20
H 18.738 -3.235 21.939 0.61
H 23.327 5.132 17.518 0.23
H 22.685 -1.817 17.721 0.12
H 23.281 0.761 17.242 0.03
H 21.380 -5.761 19.428 0.38
H 20.374 2.861 19.268 0.28
```

Results
SMILES string: NC(N)=O.NC(N)=O.NC(N)=O.NC(N)=O.NC(N)=O.NC(N)=O.CC(C)O.CC(C)O.CC(C)O.CC(C)O.CC(C)O.CO
Energy above the lowest of the compared OMol25 structures with the same formula, charge and spin, kJ/mol: 111.12
Charge: 0
Max |F|, eV/Å: 12.13

=====

Record 3
C22H70N22O14 | ωB97M-V/def2-TZVPD

The geometry in XYZ format:
```
128
Properties=species:S:1:pos:R:3:mulliken_charge:R:1
O -9.253 -15.273 -12.708 -0.22
O -11.918 -11.552 -21.044 -0.70
O -17.717 -10.525 -14.729 -0.63
O -17.522 -15.356 -15.962 -0.74
O -14.097 -8.962 -14.406 -0.87
O -15.054 -16.638 -18.556 -0.66
O -16.541 -12.029 -11.792 -0.44
O -12.698 -13.808 -11.184 0.08
O -13.923 -15.487 -7.398 -0.43
O -10.108 -9.636 -11.267 -0.71
O -12.752 -13.517 -15.480 0.01
O -10.363 -11.426 -16.458 -0.62
O -14.563 -8.736 -18.925 -0.74
O -16.030 -16.925 -11.958 -0.42
N -9.783 -13.344 -15.407 -0.01
N -16.487 -13.514 -9.173 -0.36
N -11.851 -12.055 -12.404 0.48
N -11.853 -8.714 -12.521 -0.19
N -16.812 -13.217 -16.521 -0.22
N -15.963 -18.405 -19.673 -0.49
N -15.977 -9.350 -17.257 -0.18
N -10.216 -12.183 -19.573 -0.25
N -19.104 -8.821 -14.180 -0.51
N -15.488 -10.790 -19.111 -0.38
N -11.313 -12.202 -10.184 -0.13
N -16.926 -8.792 -13.573 -0.16
N -11.678 -10.351 -19.072 -0.30
N -13.116 -14.254 -17.648 -0.29
N -13.751 -15.433 -15.906 -0.20
N -12.733 -10.518 -15.392 0.34
N -18.012 -13.615 -14.612 -0.18
N -16.716 -17.641 -17.574 -0.30
N -9.864 -7.566 -12.090 -0.44
N -8.156 -11.836 -16.089 -0.54
N -12.423 -16.305 -12.790 -0.06
N -14.728 -11.242 -14.558 2.24
C -16.245 -13.483 -11.673 1.76
C -16.588 -17.555 -13.062 -0.93
C -13.161 -14.332 -16.331 0.44
C -13.866 -10.164 -14.710 0.07
C -9.514 -12.131 -15.948 0.34
C -15.248 -15.194 -7.828 -0.72
C -15.865 -17.539 -18.637 0.42
C -16.911 -14.052 -10.456 -1.30
C -10.611 -8.729 -11.946 0.58
C -15.177 -13.849 -8.649 0.30
C -11.303 -11.379 -19.944 0.42
C -13.061 -16.133 -8.325 -0.27
C -15.349 -9.569 -18.421 0.58
C -8.153 -14.583 -12.157 -0.82
C -17.918 -9.464 -14.163 0.51
C -17.410 -14.169 -15.676 0.44
C -15.453 -11.233 -11.364 -0.15
C -14.876 -16.176 -12.174 1.71
C -10.049 -15.934 -11.777 -0.16
C -11.997 -12.796 -11.221 -0.57
C -11.117 -16.892 -12.319 -0.90
C -13.583 -17.049 -12.255 -0.52
H -13.671 -17.935 -12.867 0.43
H -10.066 -6.751 -12.578 0.15
H -14.564 -12.207 -14.884 -0.69
H -17.166 -7.875 -13.287 0.24
H -19.889 -9.378 -14.381 0.27
H -9.710 -12.780 -20.219 0.21
H -8.032 -11.001 -16.575 0.28
H -12.014 -8.070 -13.261 0.24
H -13.509 -17.025 -8.719 0.32
H -17.454 -18.330 -17.628 0.20
H -12.204 -12.346 -13.300 -0.49
H -10.739 -17.504 -13.133 0.39
H -15.987 -8.905 -13.930 -0.05
H -10.557 -15.125 -11.102 0.05
H -12.568 -11.487 -15.602 -0.21
H -15.837 -10.309 -10.930 0.26
H -15.658 -11.029 -14.187 -0.91
H -15.789 -8.614 -16.627 0.19
H -13.272 -17.313 -11.214 0.02
H -12.029 -9.844 -15.540 0.24
H -17.998 -13.918 -10.538 0.44
H -13.642 -15.735 -14.904 0.04
H -9.004 -13.912 -15.171 0.14
H -14.775 -11.086 -12.216 -0.27
H -10.806 -11.298 -10.306 0.29
H -11.283 -12.809 -9.376 0.22
H -7.640 -15.380 -11.620 0.38
H -15.196 -13.470 -11.698 -0.84
H -16.599 -17.012 -13.961 0.38
H -14.411 -13.892 -9.441 -0.51
H -16.490 -12.350 -16.161 0.03
H -16.854 -15.185 -10.390 0.19
H -16.567 -19.318 -19.603 0.23
H -14.214 -16.055 -16.617 -0.16
H -12.640 -13.440 -17.999 0.11
H -11.294 -17.608 -11.461 0.35
H -16.869 -16.828 -17.024 0.33
H -14.898 -11.733 -10.554 0.33
H -9.859 -11.868 -18.664 0.19
H -14.891 -13.133 -7.903 0.58
H -17.636 -17.763 -12.801 0.30
H -16.549 -14.058 -12.516 0.16
H -16.359 -11.267 -19.128 0.22
H -16.082 -13.609 -17.117 0.19
H -12.834 -15.459 -9.194 -0.11
H -9.482 -16.570 -11.081 0.50
H -19.348 -8.139 -13.497 0.18
H -12.339 -9.582 -12.590 0.04
H -10.728 -13.602 -15.214 0.03
H -12.118 -16.283 -7.833 0.36
H -7.640 -11.884 -15.181 0.23
H -13.396 -15.064 -18.223 0.12
H -16.533 -10.135 -16.879 0.06
H -7.471 -14.085 -12.887 0.21
H -12.456 -15.392 -12.372 -0.11
H -14.954 -15.467 -13.023 -0.38
H -11.020 -11.471 -12.601 0.19
H -8.440 -13.806 -11.419 0.29
H -15.693 -16.046 -8.374 0.25
H -8.955 -7.677 -11.667 0.23
H -15.032 -10.585 -20.001 0.26
H -14.890 -15.554 -11.275 -0.89
H -17.864 -12.635 -14.375 0.05
H -11.436 -10.540 -18.110 0.29
H -18.663 -14.177 -14.073 0.27
H -16.515 -12.498 -9.334 0.35
H -15.059 -18.503 -20.158 0.29
H -15.874 -14.980 -6.946 0.34
H -16.146 -18.550 -13.247 0.31
H -12.455 -9.772 -19.269 0.23
```

Results
SMILES string: COCCNCCOC.COCCNCCOC.NC(N)=O.NC(N)=O.NC(N)=O.NC(N)=O.NC(N)=O.NC(N)=O.NC(N)=O.NC(N)=O.NC(N)=O.NC(N)=O
Energy above the lowest of the compared OMol25 structures with the same formula, charge and spin, kJ/mol: 0.00
Charge: 0
Max |F|, eV/Å: 3.79

=====

Record 4
C22H72N2O13 | ωB97M-V/def2-TZVPD

The geometry in XYZ format:
```
109
Properties=species:S:1:pos:R:3:mulliken_charge:R:1
O 0.762 -0.470 -0.993 0.00
O -0.221 0.156 4.719 -0.63
O 2.015 3.612 2.022 -0.50
O -5.274 -3.069 2.213 -0.53
O -1.465 -3.997 -1.087 -0.49
O -3.136 1.461 3.333 -0.62
O 0.249 -3.068 -7.030 -0.53
O 3.117 2.069 4.260 -0.65
O 3.928 -0.557 3.965 -0.73
O -0.689 -5.340 1.120 -0.53
O 2.669 -2.119 5.888 -0.56
O -1.922 1.877 -4.591 -0.29
O -0.593 5.839 -1.645 -0.49
N -0.031 5.075 -4.569 -0.74
N 1.532 -0.224 2.586 0.06
C 2.514 -4.145 4.977 -0.92
C 1.641 -3.004 5.605 0.14
C -1.526 3.195 -4.141 -0.05
C 1.399 -0.904 1.357 0.41
C -2.204 1.406 2.221 0.27
C -2.784 1.487 0.792 -0.69
C -0.488 5.418 -0.365 -0.74
C 0.722 -2.314 1.569 -0.71
C -0.283 3.699 -4.933 0.20
C 3.150 3.990 1.310 -0.34
C 0.985 2.873 -4.606 -0.95
C -3.871 -3.147 2.194 -0.07
C 0.018 0.334 -1.981 0.16
C 0.117 -2.063 -4.818 -0.70
C -0.505 3.906 -0.363 0.17
C 0.821 -4.165 -2.199 -0.81
C 0.563 -0.081 0.359 -0.45
C 3.665 2.741 0.555 -0.77
C -0.180 -3.304 -5.673 -0.45
C -3.445 -1.891 3.016 -0.54
C -0.671 -4.641 -2.099 -0.16
C -3.203 1.416 -4.186 -0.73
H -3.829 -0.980 2.556 0.23
H -0.658 -5.688 -1.798 0.35
H -2.367 -1.808 3.159 -0.09
H 4.803 -0.615 3.582 0.26
H -2.361 3.837 -4.421 0.51
H -3.356 0.536 -4.810 0.27
H 1.105 -3.282 6.513 0.34
H 4.383 2.960 -0.235 0.40
H -3.547 -3.182 1.154 0.11
H 1.323 -4.530 -1.303 0.39
H 2.371 -0.594 3.010 0.35
H 3.561 -4.229 5.268 0.33
H -1.154 -4.371 -0.259 0.23
H 0.677 0.997 0.478 0.02
H 1.668 4.443 2.356 0.24
H 0.898 -3.079 -2.164 -0.04
H 1.444 -3.043 1.937 0.28
H 2.355 -1.119 0.879 0.66
H -0.087 5.208 -3.569 0.23
H -3.439 0.619 0.716 0.28
H -0.263 3.423 0.584 -0.05
H -0.552 3.585 -5.982 0.45
H -1.481 2.214 2.337 0.23
H -3.797 -1.970 4.044 0.39
H 0.961 2.640 -3.541 -0.17
H 0.256 1.392 -1.866 -0.33
H 2.180 -5.155 5.213 0.34
H -5.599 -3.490 1.413 0.31
H -1.469 3.523 -0.697 0.20
H -3.213 1.099 -3.144 0.21
H 3.900 4.307 2.034 0.35
H -3.428 -4.061 2.589 0.25
H 2.548 -3.979 3.900 0.15
H 0.414 5.855 0.063 0.30
H -1.376 3.196 -3.062 -0.16
H 1.780 0.747 2.466 -0.22
H -2.717 0.925 4.010 0.41
H -2.085 1.409 -0.041 -0.18
H 4.257 2.173 1.273 0.28
H -1.452 -5.917 1.168 0.27
H -1.254 -3.490 -5.644 0.23
H 0.221 -0.073 3.901 0.38
H 3.785 0.381 4.094 0.36
H 0.379 -4.176 -5.335 0.28
H 0.061 -5.925 1.223 0.26
H -3.975 2.141 -4.442 0.34
H -0.208 -2.090 -3.778 -0.03
H -1.018 0.157 -1.693 0.42
H -3.359 2.400 0.639 0.46
H -0.496 -0.164 0.602 0.11
H -0.800 5.642 -4.896 0.32
H 2.925 2.033 0.182 -0.05
H -1.238 -4.472 -3.014 0.21
H 2.768 2.169 5.145 0.32
H 1.028 1.953 -5.188 0.29
H 0.847 -2.603 4.975 -0.08
H -1.334 5.875 0.148 0.36
H 0.178 3.489 -1.104 -0.15
H -0.145 -2.347 2.229 0.11
H -1.658 0.467 2.310 -0.06
H 0.331 -2.756 0.653 -0.12
H 3.057 -1.783 5.076 0.31
H 1.912 3.394 -4.846 0.44
H 1.321 -4.564 -3.082 0.36
H 0.261 0.913 5.049 0.24
H 2.997 4.850 0.658 0.41
H -0.669 6.796 -1.642 0.29
H 0.347 0.036 -2.976 0.13
H 2.499 2.542 3.703 0.24
H 0.387 -3.933 -7.423 0.32
H 1.151 -1.717 -4.826 0.45
H -0.331 -1.190 -5.291 0.43
```

Results
2S+1: 2
Expectation value of S²: 0.755
Charge: +1
Max |F|, eV/Å: 3.14
Energy, Eh: -1968.5197

=====

Which value of max |F| does entry 1 give? 13.70 eV/Å

=====

charge of number 3 (C22H70N22O14)? 0

=====

What is the formula in the third record? C22H70N22O14